Record 1
The following is a quantum chemistry calculation of a molecular structure, C3H10NO in a non-equilibrium geometry, from OMol25.

Summary:
Highest occupied orbital energy (eV): -15.030
Total charge: +1
Calculated total energy (Ha): -249.08848
LUMO (eV): -8.325
ΔE to the lowest compared entry with this formula, charge and spin (kJ/mol): 2534.5

Cartesian coordinates (Å):
C  -4.377  1.453  -0.380
C  -4.438  0.306  0.450
C  -4.538  -1.043  -1.426
N  -5.019  -0.117  -0.864
H  -3.258  2.157  2.011
H  -3.192  2.766  -1.049
H  -3.367  2.146  -1.458
H  -3.350  1.915  1.277
H  -3.664  -1.973  1.764
H  25.369  -0.160  -0.015
H  -3.327  -2.122  -2.163
H  24.701  -0.011  0.208
H  -3.758  -0.707  0.043
H  -3.427  -1.694  1.113
O  -4.355  -2.915  0.492

Here are the Löwdin charges for atoms 1 to 6, given in e:
1 C 0.084
2 C -0.120
3 C 0.135
4 N -0.082
5 H 0.129
6 H 0.122

Record 2
The following is a quantum chemistry calculation of 2 unconnected molecules or ions with the total composition C3H10NO in a non-equilibrium geometry, from OMol25.

Summary:
Highest occupied orbital energy (eV): -14.578
Total charge: +1
Calculated total energy (Ha): -249.98561
LUMO (eV): -3.536
ΔE to the lowest compared entry with this formula, charge and spin (kJ/mol): 179.0

Cartesian coordinates (Å):
C  -1.411  2.219  -1.011
C  -0.797  0.769  -1.238
C  -0.444  0.107  -0.127
N  0.248  -1.226  -0.120
H  -2.018  2.701  -1.798
H  -0.441  2.916  -0.790
H  -1.964  2.277  -0.118
H  -1.179  0.388  -2.246
H  -0.306  0.752  0.845
H  0.627  -1.487  0.809
H  1.051  -1.098  -0.702
H  -0.240  -2.033  -0.422
H  3.037  -1.825  2.298
H  1.728  -2.679  2.491
O  2.109  -1.781  2.128

Here are the Löwdin charges for atoms 1 to 6, given in e:
1 C -0.083
2 C -0.095
3 C -0.108
4 N 0.203
5 H 0.079
6 H 0.136

Record 3
The following is a quantum chemistry calculation of 2 unconnected molecules or ions with the total composition C3H10NO in a non-equilibrium geometry, from OMol25.

Summary:
Highest occupied orbital energy (eV): -13.245
Total charge: +1
Calculated total energy (Ha): -250.00131
LUMO (eV): -3.490
ΔE to the lowest compared entry with this formula, charge and spin (kJ/mol): 137.8

Cartesian coordinates (Å):
C  -0.261  0.316  -1.981
N  0.998  0.226  -1.161
H  -0.983  0.874  -1.397
H  -0.596  -0.680  -2.247
H  -0.106  0.725  -2.982
H  1.676  0.873  -1.557
H  0.770  0.612  -0.229
H  1.335  -0.731  -1.184
C  -0.670  -1.347  1.610
C  -0.582  -0.063  1.953
O  0.553  0.681  1.571
H  0.275  -1.807  1.350
H  -1.663  -1.762  1.676
H  -1.167  0.516  2.656
H  0.421  1.567  1.921

Here are the Löwdin charges for atoms 1 to 6, given in e:
1 C -0.011
2 N 0.156
3 H 0.101
4 H 0.099
5 H 0.104
6 H 0.167

Record 4
The following is a quantum chemistry calculation of 2 unconnected molecules or ions with the total composition C3H10NO in a non-equilibrium geometry, from OMol25.

Summary:
Highest occupied orbital energy (eV): -13.309
Total charge: +1
Calculated total energy (Ha): -249.99115
LUMO (eV): -3.810
ΔE to the lowest compared entry with this formula, charge and spin (kJ/mol): 164.5

Cartesian coordinates (Å):
C  -1.774  -0.748  -0.481
C  -0.649  -0.114  -0.209
N  -2.903  -0.754  0.489
H  -2.065  -1.173  -1.432
H  0.191  -0.156  -0.880
H  -0.594  0.333  0.779
H  -2.575  -0.616  1.441
H  -3.546  0.017  0.266
H  -3.381  -1.654  0.448
C  3.064  0.491  -0.161
O  2.032  1.307  0.399
H  2.728  -0.539  -0.095
H  3.271  0.788  -1.185
H  3.971  0.589  0.435
H  2.232  2.229  0.185

Here are the Löwdin charges for atoms 1 to 6, given in e:
1 C -0.133
2 C 0.090
3 N 0.198
4 H 0.125
5 H 0.083
6 H 0.089

Record 5
The following is a quantum chemistry calculation of a gas-phase ion, C3H10NO (charge +2) in a non-equilibrium geometry, from OMol25.

Summary:
Highest occupied orbital energy (alpha / beta) (eV): -22.457 / -22.656
Total charge: +2
Calculated total energy (Ha): -249.47931
<S²>: 0.7555
Spin multiplicity: 2
LUMO (alpha / beta) (eV): -8.121 / -15.072
ΔE to the lowest compared entry with this formula, charge and spin (kJ/mol): 319.5

Cartesian coordinates (Å):
C  -1.175  0.727  0.029
O  -1.371  1.219  -1.233
C  0.338  0.184  0.227
C  0.396  -0.847  1.275
N  0.878  -0.441  -1.061
H  -1.263  1.488  0.808
H  -1.897  -0.089  0.132
H  -1.277  2.189  -1.358
H  0.891  1.101  0.433
H  0.111  -0.582  2.302
H  1.441  -1.173  1.451
H  -0.198  -1.753  1.124
H  0.754  -1.461  -1.122
H  0.467  -0.139  -1.937
H  1.905  -0.423  -1.070

Here are the Löwdin charges for atoms 1 to 6, given in e:
1 C -0.047
2 O 0.255
3 C -0.197
4 C -0.014
5 N 0.259
6 H 0.179

Record 6
The following is a quantum chemistry calculation of 2 unconnected molecules or ions with the total composition C3H10NO2 in a non-equilibrium geometry, from OMol25.

Summary:
Highest occupied orbital energy (eV): -2.937
Total charge: -1
Calculated total energy (Ha): -325.52966
LUMO (eV): 4.379
ΔE to the lowest compared entry with this formula, charge and spin (kJ/mol): 65.7

Cartesian coordinates (Å):
C  -0.612  0.052  -1.169
O  -1.141  1.072  -0.465
C  0.187  -1.032  -0.299
C  1.658  -0.563  -0.171
N  -0.466  -1.245  0.984
H  0.098  0.462  -1.955
H  -1.380  -0.473  -1.793
H  0.216  -2.004  -0.813
H  1.708  0.521  -0.160
H  2.094  -0.829  0.800
H  2.128  -1.047  -1.019
H  -0.383  -0.432  1.583
H  -1.400  -1.541  0.807
H  -0.910  2.936  0.764
H  -0.875  1.613  1.253
O  -0.923  2.511  1.651

Here are the Löwdin charges for atoms 1 to 6, given in e:
1 C -0.474
2 O -0.341
3 C -0.443
4 C -0.096
5 N 0.011
6 H 0.079

Record 7
The following is a quantum chemistry calculation of 2 unconnected molecules or ions with the total composition C3H10NO2, from OMol25.

Summary:
Highest occupied orbital energy (eV): -2.654
Total charge: -1
Calculated total energy (Ha): -325.52788
LUMO (eV): 3.825
ΔE to the lowest compared entry with this formula, charge and spin (kJ/mol): 70.4

Cartesian coordinates (Å):
N  1.306  0.274  -0.554
C  2.005  -0.618  0.466
O  3.282  -0.308  0.634
H  1.409  -0.165  -1.466
H  1.937  1.067  -0.583
H  1.376  -0.536  1.386
H  1.842  -1.669  0.090
C  -2.111  0.298  -0.675
O  -1.293  1.137  0.105
C  -2.875  -0.674  0.204
H  -2.792  0.952  -1.234
H  -1.497  -0.221  -1.417
H  -0.357  0.784  0.033
H  -3.587  -0.105  0.808
H  -3.424  -1.435  -0.356
H  -2.188  -1.178  0.884

Here are the Löwdin charges for atoms 1 to 6, given in e:
1 N -0.034
2 C -0.630
3 O -0.354
4 H 0.046
5 H 0.051
6 H 0.066

Record 8
The following is a quantum chemistry calculation of 2 unconnected molecules or ions with the total composition C3H10NO2 in a non-equilibrium geometry, from OMol25.

Summary:
Highest occupied orbital energy (eV): -14.368
Total charge: +1
Calculated total energy (Ha): -325.25869
LUMO (eV): -3.598
ΔE to the lowest compared entry with this formula, charge and spin (kJ/mol): 154.5

Cartesian coordinates (Å):
O  1.372  -2.578  1.201
C  1.241  -1.533  0.649
C  -0.129  -0.812  0.558
N  -0.235  -0.136  -0.798
C  -1.686  0.273  -1.112
H  2.064  -0.914  0.252
H  -1.031  -1.399  0.668
H  0.024  -0.013  1.279
H  0.422  0.647  -0.808
H  0.063  -0.735  -1.566
H  -1.748  1.346  -0.957
H  -2.301  -0.237  -0.383
H  -1.934  -0.018  -2.127
H  0.547  2.261  1.147
H  2.040  2.064  1.253
O  1.291  1.783  0.745

Here are the Löwdin charges for atoms 1 to 6, given in e:
1 O 0.130
2 C -0.225
3 C -0.069
4 N 0.008
5 C 0.050
6 H 0.132

Record 9
The following is a quantum chemistry calculation of 2 unconnected molecules or ions with the total composition C3H10NO2P in a non-equilibrium geometry, from OMol25.

Summary:
Highest occupied orbital energy (eV): -9.351
Calculated total energy (Ha): -666.79128
LUMO (eV): 0.763
ΔE to the lowest compared entry with this formula, charge and spin (kJ/mol): 538.3
SMILES: CP(C)O.C=NO

Cartesian coordinates (Å):
C  0.994  -1.441  0.462
P  0.681  0.029  -0.638
C  2.340  0.067  -1.338
O  1.066  1.216  0.536
H  1.756  -1.321  1.244
H  0.203  -1.815  1.105
H  1.357  -2.078  -0.409
H  2.567  0.753  -2.135
H  3.003  0.320  -0.573
H  2.407  -0.903  -1.807
H  0.602  2.080  0.539
C  -2.723  0.556  1.236
N  -3.592  0.999  0.437
O  -3.324  0.702  -0.887
H  -3.014  0.662  2.378
H  -1.861  -0.061  0.789
H  -2.462  0.233  -0.940

Here are the Löwdin charges for atoms 1 to 6, given in e:
1 C -0.287
2 P 0.789
3 C -0.304
4 O -0.380
5 H 0.046
6 H 0.021

Record 10
The following is a quantum chemistry calculation of 2 unconnected molecules or ions with the total composition C3H10NO2S2 in a non-equilibrium geometry, from OMol25.

Summary:
Highest occupied orbital energy (eV): -12.011
Total charge: +1
Calculated total energy (Ha): -1121.62042
LUMO (eV): -3.694
ΔE to the lowest compared entry with this formula, charge and spin (kJ/mol): 143.9

Cartesian coordinates (Å):
N  -0.549  -1.542  0.579
C  -0.397  -0.076  0.807
C  -0.663  0.779  -0.499
O  0.202  0.891  -1.322
C  1.070  0.168  1.150
S  1.507  1.902  1.639
S  1.806  3.269  0.255
H  -1.499  -1.849  0.784
H  -0.403  -1.828  -0.409
H  0.174  -2.030  1.122
H  -1.196  0.272  1.482
H  -1.658  1.150  -0.805
H  1.205  -0.261  2.183
H  1.753  -0.157  0.372
H  2.853  2.877  -0.392
H  -2.085  -1.552  -2.354
H  -0.796  -0.874  -2.680
O  -1.325  -1.138  -1.913

Here are the Löwdin charges for atoms 1 to 6, given in e:
1 N 0.206
2 C -0.296
3 C -0.232
4 O 0.036
5 C -0.478
6 S 0.445